(1)
This record from the Open Molecules 2025 dataset describes a structure of composition C22H21AuN4O6S2. The level of theory is ωB97M-V/def2-TZVPD.

Geometry as XYZ:
```
56
Properties=species:S:1:pos:R:3:forces:R:3
Au -0.0454 -0.3550 -0.0090 0.38 -0.61 0.02
C -1.2667 -2.0883 3.6669 -0.04 -0.06 -0.01
C -1.0872 -1.6394 2.2634 0.05 0.17 0.03
N -0.0117 -1.0752 1.8311 -0.05 -0.30 0.33
N 1.0134 -0.7839 2.6958 0.12 0.17 -0.29
C 1.9680 -0.0987 2.1350 -0.15 -0.10 0.09
N 2.9940 0.3208 2.9011 0.01 -0.11 -0.04
S 2.0894 0.2802 0.4173 0.07 0.18 0.15
C -2.1620 -1.8067 1.2708 0.09 -0.01 0.00
C -3.4060 -2.2988 1.6045 0.06 -0.02 -0.05
C -4.3771 -2.3817 0.6185 -0.02 0.00 -0.06
C -4.0705 -1.9859 -0.6688 -0.01 -0.05 0.05
C -2.8037 -1.4940 -0.9422 -0.02 -0.21 0.11
N -1.8761 -1.4135 0.0088 -0.34 0.38 0.09
H -0.3799 -1.8760 4.2508 0.04 -0.01 0.00
H -1.4738 -3.1605 3.6819 0.03 -0.01 0.02
H -2.1184 -1.5630 4.0988 0.00 0.06 -0.05
H 2.8541 0.2927 3.8980 0.00 0.03 0.02
H 3.6174 1.0202 2.5380 -0.05 0.03 0.01
H -3.6217 -2.5779 2.6237 0.01 -0.01 0.02
H -5.3660 -2.7433 0.8628 -0.02 -0.01 0.00
H -4.7991 -2.0342 -1.4643 0.00 0.01 -0.01
H -2.5133 -1.1435 -1.9224 -0.02 -0.01 0.02
C 2.8102 3.6755 5.5663 0.01 0.01 0.00
C 1.6264 3.2245 4.7522 0.05 0.04 -0.03
C 1.3354 3.8136 3.5232 0.01 0.00 0.04
C 0.2526 3.3952 2.7683 -0.03 -0.09 -0.01
C -0.5620 2.3713 3.2364 0.04 0.04 0.01
C -0.2867 1.7751 4.4546 -0.01 0.04 0.05
C 0.8008 2.2025 5.2063 -0.05 -0.04 -0.01
S -1.9213 1.8274 2.2180 0.20 0.08 0.04
O -2.8865 2.8941 2.1891 -0.03 -0.06 0.05
O -2.3785 0.5735 2.8202 -0.11 0.02 0.02
O -1.2611 1.6010 0.9197 -0.28 0.09 -0.15
H 3.2199 4.6084 5.1817 0.00 0.01 0.00
H 3.6113 2.9326 5.5515 0.01 -0.01 0.00
H 2.5367 3.8302 6.6104 -0.01 0.00 0.01
H 1.9624 4.6175 3.1581 0.03 0.03 -0.02
H 0.0368 3.8474 1.8096 0.00 0.02 -0.04
H -0.9322 0.9845 4.8096 -0.01 -0.05 0.01
H 1.0019 1.7422 6.1675 0.00 -0.01 0.02
O 0.9602 3.0128 -1.4273 0.03 -0.26 0.04
C -0.2942 3.3501 -1.7786 0.11 0.04 0.01
C -0.6430 4.6923 -1.6350 -0.12 -0.02 -0.04
C -1.8956 5.1267 -2.0101 0.00 -0.04 0.00
C -2.8272 4.2390 -2.5489 0.05 -0.03 -0.01
C -2.4840 2.9123 -2.6852 0.00 0.06 0.02
C -1.2262 2.4390 -2.2933 -0.13 0.19 -0.13
C -0.9999 0.9866 -2.3849 0.31 -0.26 0.41
O -1.7673 0.2198 -2.9214 -0.11 0.12 -0.36
O 0.1269 0.5199 -1.7908 -0.08 0.35 -0.41
H 1.0205 2.0385 -1.5041 0.00 0.19 0.02
H 0.0881 5.3688 -1.2166 0.05 0.02 0.00
H -2.1564 6.1682 -1.8769 -0.01 0.03 -0.01
H -3.8064 4.5849 -2.8465 -0.03 0.01 0.01
H -3.1872 2.1935 -3.0829 -0.01 0.00 0.00
```
Positions in Å, forces in eV/Å.

## Properties
Gap between HOMO and LUMO = 6.62 eV
Energy relative to the best compared isomer or geometry (same formula, charge and spin) = 38.23 kJ/mol
LUMO = -1.593 eV

---

(2)
This record from the Open Molecules 2025 dataset describes an isolated molecule of C5H8O. The level of theory is ωB97M-V/def2-TZVPD.

Geometry as XYZ:
```
14
Properties=species:S:1:pos:R:3:forces:R:3
C -2.1450 0.0960 0.3495 -0.08 0.03 -0.01
C -0.6904 0.5107 0.3875 0.10 0.16 0.16
O -0.3230 1.4828 1.0197 -0.15 -0.34 -0.24
C 0.2840 -0.3480 -0.3495 -0.19 -0.05 -0.03
C 1.5367 0.3285 -0.8605 0.10 0.11 -0.12
C 1.6264 -0.5731 0.3153 0.13 -0.08 0.15
H -2.4262 -0.3333 -0.6169 0.07 0.08 0.11
H -2.3117 -0.6753 1.1117 0.07 0.08 -0.10
H -2.7791 0.9530 0.5832 0.09 -0.11 -0.01
H -0.1290 -1.1631 -0.9381 0.07 0.15 0.12
H 1.5959 1.3965 -0.6730 -0.02 -0.18 -0.02
H 1.9311 -0.0107 -1.8135 -0.08 0.04 0.17
H 2.0795 -1.5526 0.1940 -0.09 0.17 0.00
H 1.7511 -0.1117 1.2908 -0.04 -0.06 -0.17
```
Positions in Å, forces in eV/Å.

## Properties
Gap between HOMO and LUMO = 10.76 eV
Energy relative to the best compared isomer or geometry (same formula, charge and spin) = 78.30 kJ/mol
SMILES = CC(=O)C1CC1
LUMO = 1.098 eV

---

(3)
This record from the Open Molecules 2025 dataset describes an isolated molecule of C3H5NOS in a non-equilibrium geometry. The level of theory is ωB97M-V/def2-TZVPD.

Geometry as XYZ:
```
11
Properties=species:S:1:pos:R:3:forces:R:3
C -1.4989 0.3023 0.8343 0.21 1.05 -0.82
N -0.1313 0.3202 0.3531 -0.06 0.68 1.93
C 0.2843 -0.3665 -0.6951 -0.07 -0.83 -1.25
O -0.4317 -0.9944 -1.4794 0.52 0.51 0.64
C 1.7712 -0.3425 -0.9370 1.21 -0.20 -0.36
S 2.8993 0.4700 -0.0911 -0.83 -0.53 -0.52
H -2.0730 -0.2867 0.1517 -0.45 -0.29 -0.41
H -1.8791 1.3405 0.8400 -0.03 -0.56 0.18
H -1.5475 -0.1417 1.8029 -0.08 -0.19 0.79
H 0.5520 0.6874 1.0263 -0.15 -0.26 -0.92
H 2.0548 -0.9887 -1.8055 -0.28 0.61 0.74
```
Positions in Å, forces in eV/Å.

## Properties
Gap between HOMO and LUMO = 8.15 eV
Energy relative to the best compared isomer or geometry (same formula, charge and spin) = 88.48 kJ/mol
SMILES = CNC(=O)C=S
LUMO = -1.188 eV

---

(4)
This record from the Open Molecules 2025 dataset describes a cluster of 2 separate species, C12H25FNO4P in total. The level of theory is ωB97M-V/def2-TZVPD.

Geometry as XYZ:
```
44
Properties=species:S:1:pos:R:3:forces:R:3
O -0.3961 2.1563 -3.3762 -0.49 0.06 -0.44
C -0.0608 1.2180 -2.7106 0.80 0.60 0.02
O -0.9262 0.1695 -2.5006 0.71 -0.68 -0.09
C -1.6629 -0.3422 -3.5821 -0.50 0.41 0.26
C -3.0465 -0.5393 -2.9370 -0.13 -0.54 -0.15
P -3.6849 1.0623 -2.6505 0.36 0.27 -0.10
O -3.9656 1.7579 -4.0220 -0.15 -0.22 0.33
F -4.9984 0.9838 -1.8556 -0.12 -0.01 0.03
H 0.8746 1.1130 -2.1290 -0.24 -0.21 0.37
H -1.6853 0.3778 -4.4038 -0.03 -0.11 -0.09
H -1.2747 -1.2966 -3.9368 0.11 -0.01 0.14
H -3.7325 -1.2038 -3.4674 -0.11 0.30 -0.14
H -2.8902 -0.9625 -1.9350 0.07 -0.02 -0.07
H -2.8382 1.8540 -1.8836 -0.04 0.01 0.08
H -4.1017 2.7149 -4.0008 0.08 0.13 -0.13
C 3.0361 0.8609 2.5683 0.01 0.02 -0.01
C 2.4663 -0.1788 1.5887 0.09 -0.15 0.03
C 2.0711 -1.4419 2.3754 -0.10 -0.11 -0.03
C 0.7996 -1.3175 3.2306 0.02 0.03 -0.07
C -0.2109 -0.3135 2.6485 0.26 0.14 0.19
C -0.0119 -0.0652 1.1583 -0.08 -0.30 -0.15
N 1.3229 0.4334 0.8918 0.03 0.51 -0.33
O 1.4892 0.6518 -0.5039 0.10 -0.35 0.34
C -0.9116 1.0659 0.6869 -0.85 0.07 -0.14
C -0.3824 -1.3330 0.3465 -0.13 0.01 0.03
C 3.5671 -0.5698 0.6076 0.10 -0.07 0.06
H 3.3302 1.7510 2.0105 -0.04 0.02 0.01
H 3.9107 0.4765 3.1044 0.00 -0.02 -0.02
H 2.2831 1.1550 3.3026 -0.01 0.00 -0.02
H 1.9349 -2.2549 1.6594 0.05 0.01 -0.03
H 2.9172 -1.7419 3.0008 -0.01 0.03 0.02
H 0.3372 -2.3053 3.3056 0.01 0.00 0.02
H 1.0512 -1.0288 4.2535 0.01 0.04 -0.01
H -1.2346 -0.6528 2.8346 0.00 0.00 -0.07
H -0.1122 0.6507 3.1565 0.07 0.00 -0.01
H -0.6723 2.0176 1.1611 0.15 -0.09 0.11
H -1.9852 0.8636 0.8436 0.10 -0.14 0.06
H -0.7029 1.1501 -0.3727 -0.11 0.31 -0.05
H -1.4295 -1.6148 0.5264 0.01 0.03 0.02
H 0.2382 -2.1873 0.6104 -0.03 -0.02 0.04
H -0.2404 -1.1262 -0.7118 0.11 -0.03 0.06
H 4.4079 -0.9948 1.1677 -0.03 0.00 -0.02
H 3.9115 0.2958 0.0478 -0.03 0.01 -0.02
H 3.2089 -1.3090 -0.1082 -0.03 0.03 -0.02
```
Positions in Å, forces in eV/Å.

## Properties
Gap between HOMO and LUMO = 3.39 eV
LUMO = -1.082 eV

---

(5)
This record from the Open Molecules 2025 dataset describes a structure of composition C31H42O18S4V in a non-equilibrium geometry. The level of theory is ωB97M-V/def2-TZVPD.

Geometry as XYZ:
```
96
Properties=species:S:1:pos:R:3:forces:R:3
O 0.1383 0.4520 -0.1821 0.79 -2.41 -0.95
V 0.4327 -0.9538 -0.9134 -0.41 2.48 -0.36
C 4.4271 -2.5614 -1.3916 -4.60 2.45 1.24
C 3.0360 -2.2936 -1.2009 2.43 -4.32 -3.38
C 1.9468 -3.2893 -1.7674 2.67 -3.52 -1.82
O 0.7342 -2.9667 -1.6986 -0.33 1.37 0.52
C 2.4427 -4.5203 -2.4469 -4.87 4.40 3.06
C 3.7543 -4.7510 -2.5240 2.42 -2.74 -3.42
C 4.7518 -3.7144 -2.0173 4.98 -3.22 0.81
O 5.9916 -4.0231 -1.9689 -1.68 -0.19 -1.10
O 4.0773 -5.7742 -3.2377 0.95 1.84 1.81
O 2.5796 -1.2487 -0.8205 -3.25 5.19 2.02
H 5.1474 -1.8361 -1.0430 0.18 -0.18 -0.07
H 1.7409 -5.2162 -2.8826 -0.08 0.09 0.00
C 0.0333 0.4060 -5.1018 -0.85 0.07 -0.11
C -0.5190 0.4073 -3.8575 1.15 -1.29 0.40
C -1.9525 0.9198 -3.6696 -0.77 0.42 4.31
O -2.4694 1.0301 -2.4830 1.41 -0.93 -0.51
C -2.7037 1.3911 -4.6819 -0.66 0.41 -1.39
C -2.2490 1.2827 -5.9741 1.38 -0.49 -1.69
C -0.7828 0.7820 -6.2039 0.48 1.05 -0.83
O -0.3367 0.8906 -7.3440 -0.11 -0.42 0.08
O -2.8303 1.5803 -7.0041 -1.11 0.46 -0.64
O 0.2376 -0.0643 -2.8975 -0.63 -0.52 1.85
H 1.0372 0.0602 -5.2996 0.05 -0.03 0.19
H -3.6618 1.8707 -4.5464 -0.15 -0.18 0.41
C -2.1491 4.8720 -3.2487 0.81 -1.12 1.04
C -1.0947 4.6395 -2.1321 0.07 0.99 0.29
O -0.8861 5.5078 -1.2917 -0.44 -0.27 -0.30
C -0.2423 3.3922 -2.1049 -0.23 0.36 -0.14
H -2.5956 3.9046 -3.4788 -0.06 -0.05 -0.21
H -1.5836 5.1915 -4.1240 -0.19 0.16 -0.12
H -2.9265 5.5709 -2.9401 0.34 0.16 -0.04
H -0.1801 2.9509 -3.0997 0.08 -0.30 0.24
H -0.6414 2.6866 -1.3762 -0.43 -0.35 -0.41
H 0.7355 3.6314 -1.6869 0.11 0.25 -0.33
C 5.0586 2.7355 2.4775 0.95 0.39 -0.53
C 5.2065 2.0514 1.1403 0.13 -0.93 -1.13
C 4.8958 0.5805 1.3999 -0.17 -0.03 -0.76
S 3.5017 0.5746 2.5706 -0.85 1.09 -2.13
O 3.8731 -0.2578 3.6642 -0.02 -0.80 1.27
O 2.1727 0.4651 1.9549 1.81 -0.13 0.80
C 3.7152 2.3063 3.0025 -0.11 0.92 0.74
H 5.1681 3.8107 2.3351 -0.28 0.10 0.32
H 5.9008 2.4128 3.0895 -0.12 -0.07 0.34
H 6.2107 2.0504 0.7165 0.19 0.39 0.26
H 4.5872 2.4379 0.3308 -0.39 0.24 0.30
H 5.8127 0.1644 1.8174 -0.50 -0.44 0.59
H 4.6571 0.0184 0.4970 -0.34 -0.04 0.09
H 3.6166 2.4275 4.0813 -0.03 -0.22 0.03
H 2.9711 2.9467 2.5289 -0.34 -0.49 -0.13
C -1.1436 -3.3233 3.5353 0.19 0.53 -1.36
C -0.2307 -2.5187 4.4270 1.07 -0.27 1.07
C 1.0125 -2.0407 3.6812 0.60 0.97 -1.02
S 1.1012 -2.9463 2.0419 0.61 -1.64 0.31
O 2.3415 -3.7504 1.9391 -1.95 1.77 0.11
O 0.6907 -2.1111 0.9052 0.15 -0.93 1.88
C -0.2501 -4.1361 2.5944 0.21 0.61 0.12
H -1.6560 -2.5583 2.9518 -0.58 -0.33 -0.21
H -1.8387 -3.9854 4.0517 -0.02 0.25 0.10
H 0.1585 -3.1556 5.2214 -0.20 -0.13 0.28
H -0.7192 -1.6691 4.9039 -0.18 -0.06 -0.13
H 1.9627 -2.1304 4.2078 0.00 -0.96 -0.10
H 1.0680 -0.9657 3.5098 -0.73 -0.06 -0.66
H 0.2730 -4.8759 3.2005 0.39 -0.02 -0.20
H -0.7664 -4.6574 1.7884 0.15 0.45 -0.25
C -4.9342 -0.6277 -0.3266 0.58 -0.82 0.44
C -5.2708 -1.6044 -1.4583 0.31 -0.35 -0.58
C -3.9625 -2.3022 -1.9411 0.16 0.92 0.70
S -2.9678 -2.4580 -0.4056 0.39 1.31 0.65
O -1.6934 -1.7151 -0.4972 -1.32 -1.07 -0.35
O -3.0040 -3.8135 0.1015 0.48 0.08 -0.30
C -4.1119 -1.4872 0.6343 0.10 -0.53 0.62
H -5.7759 -0.2332 0.2426 -0.21 0.08 -0.43
H -4.3365 0.1721 -0.7638 0.09 0.21 0.15
H -5.7239 -1.0910 -2.3063 -0.04 -0.08 0.00
H -5.9050 -2.4379 -1.1564 -0.42 0.31 0.32
H -3.3771 -1.6415 -2.5806 0.03 -0.05 -0.14
H -4.1745 -3.2748 -2.3852 0.39 0.07 0.15
H -3.6996 -1.1005 1.5663 1.05 0.97 -0.73
H -4.6962 -2.2348 1.1709 -0.69 -0.55 -0.87
C -0.6854 3.4036 3.0710 0.84 -0.05 -0.43
C -1.0216 3.2717 1.5351 -0.17 -0.69 1.26
C -2.2235 2.2807 1.5720 -0.09 0.64 -0.79
S -1.8347 1.0541 2.8736 -0.66 -0.30 -0.96
O -1.3343 -0.1738 2.2579 -0.45 0.93 1.12
O -3.0098 0.9882 3.7581 1.16 -0.09 -0.48
C -0.4902 2.0041 3.6895 -0.87 -0.57 -0.61
H -1.5064 3.9183 3.5702 -0.19 -0.10 -0.05
H 0.1877 4.0348 3.2365 0.18 -0.10 -0.02
H -0.2469 2.8409 0.9008 0.36 -0.49 0.58
H -1.0896 4.2667 1.0955 -1.04 -0.03 0.05
H -2.4619 1.8125 0.6170 0.76 -0.59 -0.06
H -3.2006 2.7050 1.8031 0.24 0.41 0.73
H 0.4396 1.4884 3.4495 0.04 0.24 -0.42
H -0.6797 1.8472 4.7514 -0.10 0.52 0.04
```
Positions in Å, forces in eV/Å.

## Properties
Spin multiplicity = 2
Gap between HOMO and LUMO (spin up / spin down) = 5.18 / 5.17 eV
Net charge = -2
LUMO (spin up / spin down) = 3.039 / 3.039 eV